Computed, not measured: 2 unconnected molecules or ions with the total composition C8H15N4OP, with the ωB97M-V functional and the def2-TZVPD basis.

The geometry in ORCA input format:
```
! wB97M-V def2-TZVPD RIJCOSX def2/J DEFGRID3
* xyz 0 1
C -0.87873 0.41923 1.70938
N -0.63627 -0.60920 0.75092
N -1.88506 -1.14094 0.28034
P 0.55760 -0.45263 -0.41780
O 0.79522 -1.62163 -1.18235
C 0.50638 1.14747 -1.29554
C 0.89029 2.30565 -0.70573
C 0.59516 3.44275 -1.31273
C -0.10057 3.41810 -2.59230
C -0.40279 2.26991 -3.24250
C -0.05812 1.05937 -2.57373
H -1.44141 1.22061 1.34202
H -1.29649 0.01698 2.58427
H 0.06343 1.00449 1.90338
H -2.45883 -0.32326 -0.00374
H -1.79189 -1.79470 -0.46239
H 1.68253 -0.17767 0.55641
H 1.55563 2.17792 0.18706
H 0.79391 4.46622 -0.84701
H -0.47619 4.34574 -2.86492
H -0.97263 2.31920 -4.26263
H -0.13959 0.12385 -3.03936
C 1.58080 -3.33223 1.54913
N 1.04776 -2.71308 2.55046
N 0.00275 -3.38898 3.11182
H 2.51530 -2.98382 1.09568
H 1.09103 -4.24695 1.17514
H -0.41480 -4.19506 2.54219
H -0.72442 -2.75736 3.46454
*
```

Properties
- Frontier orbital gap: 9.188 eV
- HOMO: -0.3126 hartree
- Electronic energy: -949.34782 Eh
- SMILES: CN(N)[P@@H](=O)c1ccccc1.C=NN

***

Computed, not measured: a gas-phase ion, C8H15N6O (charge +1), with the ωB97M-V functional and the def2-TZVPD basis.

The geometry in ORCA input format:
```
! wB97M-V def2-TZVPD RIJCOSX def2/J DEFGRID3
* xyz 1 1
C -2.82392 -0.25346 0.06998
C -1.76990 -0.96270 0.69781
C -0.59250 -0.40464 0.06775
C 2.55891 0.57627 0.59192
C -1.77000 -1.85849 1.79697
C 2.14448 0.32786 1.99697
C -2.95289 1.40673 -1.89800
C 2.29874 -1.11752 -1.26002
N -0.94046 0.42409 -0.90169
N 2.57987 2.00798 0.25802
N 1.81011 2.22198 -0.66341
N -2.31566 0.48468 -0.95595
N 1.16916 1.86667 -1.51536
N 1.66416 -0.13460 -0.31655
O 0.60040 -0.80011 0.38840
H -3.84206 -0.29225 0.14817
H 3.51959 0.13782 0.45379
H -2.53647 -1.55317 2.44944
H -1.94671 -2.83834 1.43322
H -0.77043 -1.69623 2.19320
H 2.06916 -0.78121 2.19079
H 1.26342 0.97709 2.43062
H 3.03297 0.58049 2.63103
H -3.16172 2.41914 -1.41911
H -2.41091 1.41134 -2.73797
H -4.05773 1.06477 -2.09804
H 2.79312 -0.44122 -2.08648
H 3.23806 -1.71992 -0.87958
H 1.63787 -1.97520 -1.44989
H -0.48866 0.92214 -1.61602
*
```

Properties
- Frontier orbital gap: 10.090 eV
- HOMO: -0.4748 hartree
- Electronic energy: -717.14584 Eh

***

Computed, not measured: a single C8H15NO molecule, with the ωB97M-V functional and the def2-TZVPD basis.

The geometry in ORCA input format:
```
! wB97M-V def2-TZVPD RIJCOSX def2/J DEFGRID3
* xyz 0 1
C 0.37182 1.98954 -0.23634
C -0.70780 0.93664 -0.14485
O -1.83399 1.19513 0.28739
C -0.72416 -0.14526 -1.54721
C -0.00084 0.23819 -2.81666
N -0.35833 -1.52107 -1.06792
C 0.52217 -1.07658 -0.09638
C 0.22491 -0.66466 1.19648
C 1.36657 -0.23608 2.08842
C -0.95849 -1.22400 1.94816
H 1.28305 1.61835 -0.70531
H 0.60502 2.35283 0.76778
H -0.01274 2.83475 -0.80989
H -1.80466 -0.12297 -1.69244
H 1.07999 0.09388 -2.73385
H -0.34148 -0.37480 -3.65807
H -0.19037 1.28721 -3.05982
H -1.17806 -1.94747 -0.64044
H 1.48423 -0.78808 -0.51551
H 2.21454 0.15299 1.51942
H 1.02873 0.54106 2.78057
H 1.73304 -1.07248 2.69078
H -1.79102 -1.47814 1.29010
H -0.67785 -2.11865 2.51105
H -1.33429 -0.47034 2.64453
*
```

Properties
- Frontier orbital gap: 9.258 eV
- HOMO: -0.3132 hartree
- Electronic energy: -443.72706 Eh
- SMILES: CC(=O)[C@@H](C)NC=C(C)C

***

Computed, not measured: 2 unconnected molecules or ions with the total composition C8H15NO2S, with the ωB97M-V functional and the def2-TZVPD basis.

The geometry in ORCA input format:
```
! wB97M-V def2-TZVPD RIJCOSX def2/J DEFGRID3
* xyz 0 1
C -3.17561 1.23817 0.34097
C -0.53292 -2.59222 0.94335
C -1.40503 -2.38646 -0.35327
C -0.19260 -0.23629 -0.09863
C 0.95351 1.68249 1.03561
C 0.22216 1.81806 -1.36702
C 2.20631 0.48090 -0.85651
C 0.84170 0.86229 -0.32328
N 0.33871 -1.39614 0.93640
O -3.31058 0.11797 0.23143
O -3.10051 2.37922 0.40865
S -0.35553 -1.43968 -1.52180
H -1.14876 -2.77884 1.85165
H 0.16254 -3.41659 0.91289
H -1.52337 -3.27064 -0.98314
H -2.30543 -1.70052 0.06860
H 1.51765 1.21269 1.83610
H 0.01777 1.91365 1.39933
H 1.52335 2.60204 0.82649
H -0.92441 1.66068 -1.25997
H 0.45810 2.92808 -1.30741
H 0.49723 1.47133 -2.39829
H 2.66734 -0.35033 -0.31934
H 2.93846 1.38468 -0.69078
H 2.10381 0.40339 -1.95919
H 0.11731 -0.90376 1.82196
H 1.40877 -1.68415 0.82523
*
```

Properties
- Frontier orbital gap: 7.357 eV
- HOMO: -0.2517 hartree
- Electronic energy: -917.13184 Eh

***

Computed, not measured: a gas-phase ion, C8H15NO3P (charge +1), with the ωB97M-V functional and the def2-TZVPD basis.

The geometry in ORCA input format:
```
! wB97M-V def2-TZVPD RIJCOSX def2/J DEFGRID3
* xyz 1 1
C -2.64553 -1.59476 -0.27659
N -1.51835 -0.90468 -0.91351
C -1.73616 0.53125 -0.93250
P 0.13711 1.44577 -1.66582
C 1.14672 0.75814 -0.15375
C 0.39644 1.26610 1.12445
C -0.91476 0.63931 1.39956
C -1.75672 1.31271 0.36097
O -2.16355 2.43946 0.31025
O 2.49577 1.20853 -0.16508
C 3.30481 0.10035 0.05288
C 2.40003 -1.06109 0.36535
O 1.17141 -0.71924 -0.22982
H -2.89683 -1.02200 0.56644
H -3.58510 -1.59681 -0.95221
H -2.32294 -2.65121 0.00090
H -1.39031 -1.10471 -1.97608
H -0.63520 -1.15362 -0.49506
H -2.41630 0.87169 -1.68480
H 0.47852 0.35264 -2.49788
H 0.44805 2.36950 1.13080
H 1.25353 1.00946 1.92319
H -1.23417 0.91447 2.36812
H -0.92615 -0.37057 1.01137
H 4.04845 0.48156 0.81425
H 3.85250 -0.13839 -0.85346
H 2.74860 -2.07457 -0.01692
H 2.26015 -1.30926 1.38496
*
```

Properties
- Frontier orbital gap: 9.515 eV
- HOMO: -0.4848 hartree
- Electronic energy: -935.30004 Eh
- SMILES: C[NH2+][C@@H]1PC2(CCC1=O)OCCO2

***

Computed, not measured: 2 unconnected molecules or ions with the total composition C8H15NO3S, with the ωB97M-V functional and the def2-TZVPD basis.

The geometry in ORCA input format:
```
! wB97M-V def2-TZVPD RIJCOSX def2/J DEFGRID3
* xyz 0 1
C 1.77782 -1.56360 0.22330
C 0.25365 -3.54733 -0.23519
C -0.63480 0.25725 0.93349
C 0.96429 -2.47205 -0.07813
C -1.31241 2.48101 -0.23732
C -2.93884 0.51719 0.48919
C -1.31440 -0.03626 -1.31092
C -1.60618 0.96489 -0.07835
N 4.01418 0.54581 0.69397
O 2.04681 -0.38987 -0.54864
O 2.86826 1.80482 -1.10454
O 0.20983 0.85006 1.49586
S 2.55920 1.07687 0.05090
H 2.30666 -1.52563 1.29261
H -0.74397 -3.60510 0.07777
H 0.50667 -4.47277 -0.88058
H -0.74364 -0.76838 1.19478
H -0.19746 2.57297 -0.28338
H -1.86116 3.00564 0.61409
H -1.67357 2.77299 -1.21116
H -3.81101 0.86211 -0.14107
H -2.74462 -0.57804 0.55886
H -3.19915 0.75235 1.57489
H -1.93552 -0.85325 -0.99915
H -0.29699 -0.28438 -1.29470
H -1.56747 0.42548 -2.31279
H 4.68026 0.85260 -0.03958
H 4.39352 0.35462 1.55578
*
```

Properties
- Frontier orbital gap: 9.650 eV
- HOMO: -0.3328 hartree
- Electronic energy: -992.29575 Eh

***

Computed, not measured: a molecular structure, C8H15NO3SV, with the ωB97M-V functional and the def2-TZVPD basis.

The geometry in ORCA input format:
```
! wB97M-V def2-TZVPD RIJCOSX def2/J DEFGRID3
* xyz 1 1
V -1.16026 0.76476 0.48721
C -1.66561 -3.13988 -1.12209
O -0.80586 -2.23572 -0.33863
C -1.20399 -1.04357 -0.18607
O -2.23684 -0.48219 -0.58882
H -1.14314 -4.08778 -1.12045
H -1.76842 -2.74246 -2.12786
H -2.63188 -3.21668 -0.63191
S -0.66228 2.55235 -0.92277
C -2.21270 2.55726 -0.31093
N -3.10494 2.15925 0.33094
C -1.61885 1.31288 3.43345
O -1.30417 0.76154 2.14947
H -2.50959 1.92933 3.32994
H -0.77128 1.90397 3.77124
H -1.80381 0.48494 4.11278
C 2.45790 -1.09761 -0.87031
C 1.59220 0.15550 -1.00900
C 2.44432 1.33439 -1.47789
C 0.90858 0.46706 0.33057
H 2.94016 -1.33536 -1.81849
H 1.86981 -1.96201 -0.56013
H 3.24135 -0.93615 -0.12713
H 0.83767 -0.03938 -1.77912
H 3.24027 1.53293 -0.75744
H 1.87199 2.25544 -1.59943
H 2.90810 1.11151 -2.43828
H 1.28250 1.38387 0.79295
H 1.00876 -0.34818 1.04819
*
```

Properties
- Frontier orbital gap: 8.913 eV
- HOMO: -0.5097 hartree
- Electronic energy: -1936.19186 Eh

***

Computed, not measured: a single C8H15NO4 molecule, with the ωB97M-V functional and the def2-TZVPD basis.

The geometry in ORCA input format:
```
! wB97M-V def2-TZVPD RIJCOSX def2/J DEFGRID3
* xyz 0 1
C 0.60368 -0.54487 3.21221
C 0.35471 0.17899 1.87395
C 0.59496 1.68312 1.95622
O -0.99222 -0.01386 1.48429
C -1.10672 -1.01699 0.46670
O -1.90822 -0.60502 -0.62179
C -0.99900 0.08432 -1.51219
C -1.58266 0.05728 -2.93000
O -0.77380 0.89949 -3.76630
C 0.37775 -0.58088 -1.40766
N 1.48090 0.38371 -1.68302
C 0.34459 -1.19133 -0.00180
O 1.17986 -0.41424 0.86232
H 0.37171 -1.59704 3.10871
H 1.63837 -0.45650 3.54247
H -0.05495 -0.11870 3.97958
H -0.07381 2.16389 2.69558
H 0.49012 2.18112 1.02515
H 1.58648 1.89042 2.30188
H -1.42716 -1.94982 0.92891
H -0.91572 1.11662 -1.15773
H -1.57619 -0.96440 -3.30224
H -2.58414 0.48151 -2.96064
H 0.15529 0.89894 -3.42444
H 0.36693 -1.42622 -2.13294
H 1.38885 1.16527 -1.04119
H 2.41797 -0.07204 -1.52750
H 0.64242 -2.23278 0.03147
*
```

Properties
- Frontier orbital gap: 10.622 eV
- HOMO: -0.3649 hartree
- Electronic energy: -669.53099 Eh
- SMILES: CC1(C)O[C@H]2O[C@H](CO)[C@@H](N)[C@H]2O1

***

Q: Which ΔE to the lowest compared entry with this formula, charge and spin values were calculated for the entries above? A: 0.552, 3.147, 3.105, 2.520, 0.000, 5.031, 0.000, 0.957, in eV.